1.
11 unconnected molecules or ions with the total composition C44H86O12. Source: the OMol25 dataset; level of theory: wB97M-V/def2-TZVPD.

```
142
C44H86O12 | the OMol25 dataset | wB97M-V/def2-TZVPD
O -0.4021 0.1498 2.0644
O 1.0650 -3.1734 -4.5927
O -3.9136 -2.9278 -3.0088
O -2.8206 -3.3678 3.8979
O -0.1560 -1.3033 0.3964
O 2.7036 1.9187 -3.5898
O -5.3478 1.8532 -0.1357
O 1.9121 3.1448 2.9333
O 4.4677 -2.3070 2.2281
O -1.5233 0.3268 6.5265
O -1.6375 -0.4442 -6.2767
O 5.4611 2.2227 1.4563
C 2.4192 2.8782 -2.5951
C -5.8554 2.2179 1.1812
C -0.1505 -0.0465 0.8794
C 2.2759 2.3536 -4.8313
C -0.0286 0.0422 -1.4614
C -1.7751 0.6821 5.1304
C 1.2485 -2.2479 -5.6837
C -3.9821 1.3791 -0.1157
C -1.6384 1.0088 -4.6043
C 4.1014 -0.6158 3.6946
C -4.8833 -4.5814 -1.6956
C 2.3546 -3.5803 -4.1014
C -3.5553 -0.6067 6.1568
C 5.1576 -1.3883 2.9367
C 3.2745 -1.6206 1.6965
C 2.8654 -0.7281 2.8659
C 1.1785 4.9494 4.2108
C -3.6220 -4.4790 3.5339
C -4.6637 -4.1852 -3.1364
C -2.0209 0.8594 -6.8439
C -1.8004 -3.0400 2.8737
C -2.1986 1.8697 -5.6426
C 1.1064 3.4800 -3.1014
C 5.9460 2.5049 -0.7247
C 6.8932 2.2436 1.5181
C -3.4644 2.1572 1.0974
C 7.2886 2.3391 -0.0085
C 0.2173 0.9640 -0.2227
C -3.4832 -4.2493 -1.1512
C 1.3009 3.5215 -4.6450
C -4.6758 2.7993 1.8102
C -2.6775 -5.3646 2.7276
C -3.1732 0.1330 4.8956
C -1.4864 -4.4272 2.2301
C 5.0310 1.7187 0.1681
C 0.3222 -1.2767 -0.9588
C -3.1864 -2.9191 -1.7625
C -1.9530 -0.4141 -4.9013
C 2.5017 -1.5012 -5.1857
C 3.1953 -2.3001 -4.1779
C -2.3118 -0.7694 6.8431
C 0.8276 2.5876 3.7475
C 2.0830 4.5178 3.0976
C 0.8363 3.5913 4.9166
H -2.2983 -2.4215 2.1269
H 7.8452 1.4506 -0.3067
H 2.4362 -3.9834 -3.0920
H -0.5163 -4.6961 2.6481
H -0.1914 3.6134 5.2790
H -2.7993 2.8861 0.6343
H -0.9881 -2.3930 3.2049
H -5.6829 -3.9472 -1.3128
H 1.7278 5.6639 4.8238
H 7.8846 3.2496 -0.0710
H -6.2931 1.3495 1.6735
H 1.3354 -2.7583 -6.6429
H 0.3536 3.4965 -5.1836
H -3.8485 0.3045 0.0087
H 1.8267 5.1164 2.2234
H 3.2100 2.6717 -5.2944
H -0.4516 1.8047 -0.0388
H -1.6452 2.7929 -5.8141
H -3.4665 1.4078 -1.0756
H 4.2184 -2.4271 -4.5319
H 2.6741 0.1853 2.3026
H -4.6539 2.7013 2.8956
H 2.1827 -0.6191 -4.6305
H -2.9745 -0.7234 -4.6799
H 5.0551 0.6348 0.0554
H 1.8041 1.5232 -5.3565
H 2.7422 -4.3511 -4.7675
H -2.3672 -6.2409 3.2968
H -3.6214 -4.1861 -0.0719
H -0.1038 -2.1121 -1.5144
H 3.5509 -1.0101 0.8368
H -1.3455 -4.2896 1.1580
H 7.1170 3.1458 2.0874
H -3.9451 0.7878 4.4912
H -4.3105 -0.0747 6.7354
H -3.2411 2.1031 -5.4265
H 1.8010 4.4773 -4.8010
H -2.3123 -0.7137 7.9317
H -2.9823 1.3461 1.6431
H -3.5035 -2.2332 -0.9770
H 5.5128 3.5044 -0.7606
H -1.1878 1.1770 -7.4709
H -1.8599 -1.7476 6.6785
H -5.4779 -3.9734 -3.8294
H 5.8517 -1.8954 3.6068
H 5.7757 2.1209 -1.7305
H -0.9923 -0.0716 -1.9578
H -1.2073 -1.0573 -4.4343
H 3.2485 -1.7386 -3.2452
H 3.1117 4.7005 3.4082
H 0.9269 1.5119 3.8925
H 2.5164 -2.3408 1.3885
H -3.9142 -5.0409 4.4211
H -2.9921 -0.5930 4.1030
H -2.1049 -2.9082 -1.8978
H -2.6922 -4.9793 -1.3228
H -0.9765 0.1290 4.6361
H 1.3944 -1.3695 -1.1319
H 0.2171 2.9428 -2.7717
H -2.0822 1.4377 -3.7058
H 7.0548 1.3212 2.0759
H -4.0949 -1.5004 5.8436
H -4.5075 -4.1280 3.0041
H 1.0131 4.5269 -2.8125
H 5.7286 -0.7053 2.3077
H 3.8933 -1.2399 4.5637
H 0.2733 -1.7612 -5.6968
H -0.5642 1.1743 -4.5222
H 4.3017 0.4374 3.8915
H 1.9121 -1.0180 3.3080
H -6.6034 2.9984 1.0415
H 3.1895 3.6493 -2.5872
H 2.3144 2.2601 -1.7035
H 0.7243 0.4126 -2.1571
H -3.1276 -5.7755 1.8240
H -0.1070 2.6555 3.1907
H -5.0811 -5.6483 -1.5920
H -3.9778 -4.8706 -3.6342
H 3.9565 1.8737 0.0705
H -1.7606 1.7575 4.9536
H -4.7265 3.8770 1.6553
H -2.9941 0.8186 -7.3330
H 1.2801 1.1583 -0.0784
H 3.0618 -0.9901 -5.9688
H 1.6254 3.4197 5.6488
H 0.2771 5.4073 3.8036
```

* frontier orbital gap: 9.56 eV
* structure (SMILES): O=C1CCCO1.C1CCOC1.C1CCOC1.C1CCOC1.C1CCOC1.C1CCOC1.C1CCOC1.C1CCOC1.C1CCOC1.C1CCOC1.C1CCOC1
* HOMO energy: -9.063 eV

---

2.
A molecular structure, C60H40BrFeN4O2P2S2. Source: the OMol25 dataset; level of theory: wB97M-V/def2-TZVPD.

```
112
C60H40BrFeN4O2P2S2 | the OMol25 dataset | wB97M-V/def2-TZVPD
Br -2.7616 2.6984 6.2382
Fe -0.2138 -0.5181 0.0876
S -2.4394 -3.3097 3.2725
S 0.2266 -2.5991 1.2833
P 2.0500 -0.9287 -0.7104
P -1.1243 1.5205 -0.9093
O 0.4247 0.5310 1.6155
O 1.2418 1.3255 -2.3101
N -1.9764 -0.8193 0.8716
N 3.2386 0.2575 5.7690
N -0.1559 -0.2667 8.0435
N -1.0416 -1.4584 -1.4701
C -1.8808 2.5629 -3.4997
C 5.0941 -1.4742 2.6964
C -0.9062 1.9974 -2.6870
C -0.3117 0.9603 2.5790
C -0.3679 2.5728 -5.3648
C -1.6162 2.8574 -4.8314
C -5.6846 0.8651 -0.5581
C -1.6614 0.5687 2.8193
C 3.2453 -1.2329 0.6323
C -0.9654 5.4001 0.5346
C -0.6165 -1.5717 -2.7079
C 4.5557 0.1704 -1.5959
C -2.9556 -2.8387 -2.0444
C -3.6845 1.9528 0.2223
C -1.0349 -1.9182 5.1151
C 4.7565 2.1679 -2.9134
C -2.3650 1.0869 3.9253
C -2.7554 -1.7343 0.1411
C 2.1836 -2.4098 -1.8159
C 0.0271 -1.2175 5.6445
C -2.2372 -2.0349 -1.1417
C 0.3635 1.8054 -3.2303
C 0.2563 1.8684 3.5180
C 4.8025 -2.5639 1.8891
C 0.7190 3.2351 0.1484
C 2.6070 1.2855 -2.3726
C -3.6164 0.5988 -1.7521
C -2.3819 -0.3731 2.0080
C 1.1925 -1.0366 4.8753
C 3.1637 0.2396 -1.6479
C 2.1933 -4.6208 -3.5513
C -0.4512 2.3722 4.5746
C 3.3768 2.2721 -2.9771
C -4.9687 0.3245 -1.6157
C 5.3487 1.1085 -2.2366
C 3.5335 -0.1414 1.4505
C -5.0377 1.6794 0.3598
C 3.8832 -2.4448 0.8552
C -0.6344 3.1204 -0.1729
C 4.4594 -0.2589 2.4738
C -4.6327 -3.1601 -0.3527
C 1.5278 -3.5957 -1.4742
C 1.2011 -1.5384 3.5783
C 0.3792 5.5048 0.8559
C -1.4688 4.2180 0.0089
C 2.8400 -3.4489 -3.9086
C 1.2241 4.4234 0.6496
C 1.5406 -4.6874 -2.3291
C -1.7840 1.9867 4.7721
C -3.9374 -2.3094 0.5308
C 2.3244 -0.3203 5.3699
C -0.0720 -0.6860 6.9752
C -2.9537 1.4209 -0.8381
C 0.6401 2.0469 -4.5677
C -2.4316 -2.9841 -3.3472
C -1.2824 -2.3294 -3.6877
C 0.1038 -2.1739 3.0019
C 2.8378 -2.3580 -3.0482
C -1.0477 -2.4395 3.7974
C -4.1728 -3.4163 -1.6130
H 0.3043 -1.0580 -2.9525
H 2.2739 4.4952 0.9052
H -4.7229 -4.0580 -2.2906
H 2.0830 -1.3914 2.9749
H 0.7665 6.4249 1.2751
H -2.8636 2.7622 -3.0933
H 2.9962 0.7894 1.3095
H -0.8584 -2.3959 -4.6800
H 3.6435 -3.3055 0.2438
H 2.9041 3.1133 -3.4631
H 1.3650 2.3745 0.0338
H 5.2801 -3.5184 2.0722
H 0.0198 3.0549 5.2699
H 1.0000 -3.6832 -0.5330
H 5.3699 2.9283 -3.3797
H 5.0220 -0.6286 -1.0327
H 4.6525 0.5814 3.1262
H -2.9577 -3.6011 -4.0664
H 2.1964 -5.4735 -4.2190
H -4.3337 -2.1381 1.5194
H -3.0697 0.1462 -2.5717
H 1.2953 2.1362 3.3776
H 3.3396 -1.4552 -3.3638
H 3.3525 -3.3758 -4.8600
H -3.3789 0.7468 4.1026
H 6.4265 1.0295 -2.1841
H -3.1904 2.5521 0.9759
H -3.3432 -0.6949 2.3982
H -1.6291 6.2410 0.6911
H -5.5816 2.0948 1.1992
H 5.7960 -1.5747 3.5142
H -2.3875 3.2949 -5.4513
H -5.5535 -3.6162 -0.0127
H -6.7376 0.6419 -0.4417
H 1.6148 1.8291 -4.9789
H 1.0264 -5.5926 -2.0315
H -1.9188 -2.0681 5.7204
H -0.1656 2.7720 -6.4097
H -2.5138 4.1657 -0.2681
H -5.4549 -0.3327 -2.3258
```

* frontier orbital gap: 5.26 eV
* total charge: -1
* HOMO energy: -3.579 eV

---

3.
A molecular structure, C33H24AsN3O8S2V. Source: the OMol25 dataset; level of theory: wB97M-V/def2-TZVPD.

```
72
C33H24AsN3O8S2V | the OMol25 dataset | wB97M-V/def2-TZVPD
As 0.2991 3.6236 -2.0664
V 0.3865 0.3919 -0.9409
S -2.8152 1.0020 -0.6619
S 5.1354 0.4432 -1.8099
O -1.4832 3.4015 -1.9262
O -0.0298 -1.0342 0.0635
O -1.3478 0.7670 -1.1603
O -3.0539 0.1256 0.4463
O 0.8253 1.9987 -1.5965
O -1.5327 -2.2761 -1.0474
O -3.6539 0.9691 -1.8075
O 0.3517 3.2168 -3.7798
N 2.8248 1.6604 2.2729
N 2.7175 0.2402 -1.0857
N 1.2350 0.9891 0.9018
C 0.0188 -0.9632 -4.8028
C 1.2041 -2.1267 -2.5031
C 1.6390 1.7220 2.9980
C 1.3729 2.0902 4.3109
C -3.3609 2.9079 1.1793
C 2.5207 1.2035 1.0451
C 0.4800 -2.2435 -4.8482
C 0.6393 1.2811 2.1268
C -2.0745 3.6677 -0.7202
C -2.7164 2.6440 -0.0226
C 2.1480 -4.7724 -2.7058
C -2.3157 -3.5752 1.3622
C 4.7124 1.0732 -0.2800
C -2.7045 5.2058 1.0187
C 1.5629 -4.1806 -3.7865
C 1.0836 -2.8504 -3.7176
C -0.7896 -3.0185 3.6203
C 0.6837 -0.7991 -2.4994
C -0.4999 -2.3877 2.4210
C 3.3894 0.8712 -0.0638
C -2.6044 -4.1994 2.5630
C -3.3546 4.1896 1.7032
C 0.0593 1.9833 4.7202
C -0.9465 1.5157 3.8590
C -2.0700 4.9503 -0.1875
C 0.1309 -0.2169 -3.6093
C 1.8249 -2.7651 -1.4024
C -1.0004 -2.0151 -0.0109
C 3.5225 -0.0232 -2.0735
C -1.8417 -3.9215 3.6906
C -1.2630 -2.6673 1.2917
C -0.6795 1.1544 2.5551
C 2.2807 -4.0505 -1.5036
H -2.8986 -3.7706 0.4724
H 0.3940 -2.8237 -5.7587
H 1.4491 -4.7215 -4.7178
H -2.7004 6.2114 1.4176
H -0.2389 0.7988 -3.5992
H -1.5878 5.7477 -0.7386
H 2.1502 2.4334 4.9798
H 0.0915 3.9521 -4.3489
H -0.1973 -2.8060 4.5006
H 2.5069 -5.7908 -2.7664
H -0.4397 -0.5041 -5.6677
H -1.4508 0.7577 1.9088
H 3.2051 -0.5071 -2.9850
H -2.0691 -4.4114 4.6284
H -3.4251 -4.9014 2.6231
H 1.9328 -2.2360 -0.4675
H -0.2001 2.2532 5.7348
H 5.4394 1.5479 0.3580
H -1.9569 1.4241 4.2344
H 2.7433 -4.5216 -0.6461
H -3.8598 4.3943 2.6367
H 3.7486 1.8527 2.6210
H -3.8617 2.0980 1.6927
H 0.3149 -1.6791 2.3577
```

* frontier orbital gap: 6.58 eV
* total charge: +1
* HOMO energy: -10.919 eV

---

4.
A molecular structure, C3H11N2O. Source: the OMol25 dataset; level of theory: wB97M-V/def2-TZVPD.

```
17
C3H11N2O | the OMol25 dataset | wB97M-V/def2-TZVPD
O -0.0737 1.1833 0.3559
N -1.3276 1.0719 -1.6817
N 0.5945 -0.8768 1.4123
C 2.0458 -0.6615 1.6306
C -1.3995 -0.3500 -1.7588
C -0.7257 1.7886 -0.6270
H 0.4249 -1.5800 0.7020
H -1.9016 1.5895 -2.3163
H 2.5388 -1.6200 1.8057
H -1.6937 -0.8083 -0.8007
H -2.1430 -0.6336 -2.5000
H 2.1778 -0.0355 2.5069
H 0.1932 0.0986 0.9590
H 0.1005 -1.0505 2.2816
H -0.4466 -0.8064 -2.0684
H 2.4503 -0.1748 0.7540
H -0.8142 2.8654 -0.6555
```

* frontier orbital gap (spin up / spin down): 3.71 / 8.37 eV
* expectation value of S²: 0.753
* HOMO energy (spin up / spin down): -3.248 / -7.919 eV
* 2S+1: 2

---

M (g mol⁻¹)
807.16; 1110.84; 780.57; 91.13
E (hartree)
-2630.636353; -7996.921535; -6014.200988; -305.526527